# 1
Formula: C4H4FP
Source: the OMol25 dataset
Level of theory: the ωB97M-V functional and the def2-TZVPD basis

The geometry in ORCA input format:
```
! wB97M-V def2-TZVPD RIJCOSX def2/J DEFGRID3
* xyz 0 1
C -0.709 -1.180 -0.118
C 1.718 -0.926 0.280
C -0.467 1.166 0.065
C -1.311 -0.025 -0.101
F -2.639 0.149 0.123
P 1.158 0.689 -0.121
H -0.930 -2.253 -0.113
H 1.991 -1.542 -0.612
H -0.592 2.214 0.137
H 1.779 1.709 0.461
*
```

Values from the calculation:
* energy relative to the best compared isomer or geometry (same formula, charge and spin): 683.9 kJ/mol


# 2
Formula: C15H24N4O5Tl
Source: the OMol25 dataset
Level of theory: the ωB97M-V functional and the def2-TZVPD basis

The geometry in ORCA input format:
```
! wB97M-V def2-TZVPD RIJCOSX def2/J DEFGRID3
* xyz 1 1
O -0.058 -2.163 -1.969
H 0.297 -3.028 -2.234
Tl -0.289 -0.012 0.002
N -0.730 1.939 -1.236
N -1.780 1.587 1.118
O -0.148 2.198 -2.363
O -2.563 1.385 2.263
C -1.621 2.881 -0.839
C -2.222 2.638 0.420
C -1.881 4.105 -1.622
C -3.263 3.514 0.968
H -1.462 3.999 -2.625
H -1.430 4.969 -1.114
H -2.957 4.292 -1.680
H -3.304 3.387 2.052
H -4.243 3.274 0.529
H -3.012 4.544 0.691
H 0.122 0.788 -2.869
H -2.249 0.536 2.631
O 1.087 1.765 1.390
H 1.640 2.459 1.008
H 0.216 2.131 1.631
C -2.038 -1.111 -0.645
H -1.638 -1.862 -1.346
H -2.798 -0.488 -1.118
H -2.467 -1.610 0.234
O 0.193 -0.089 -3.380
H 0.064 -1.456 -2.659
H -0.388 -0.012 -4.126
C 3.554 -1.275 -2.189
C 3.740 -2.516 -1.571
C 3.025 -2.828 -0.419
C 2.101 -1.913 0.098
N 1.881 -0.730 -0.533
C 2.607 -0.411 -1.616
C 1.398 -2.154 1.362
C 1.641 -3.227 2.222
C 1.092 -3.229 3.504
C 0.305 -2.152 3.939
C 0.015 -1.146 3.011
N 0.509 -1.207 1.763
H 4.101 -0.951 -3.084
H 4.453 -3.230 -1.961
H 3.169 -3.769 0.116
H 2.414 0.580 -2.032
H 2.271 -4.033 1.878
H 1.300 -4.056 4.176
H -0.076 -2.059 4.959
H -0.576 -0.252 3.264
*
```

Values from the calculation:
* energy relative to the best compared isomer or geometry (same formula, charge and spin): 58.8 kJ/mol


# 3
Formula: C2H5OP
Source: the OMol25 dataset
Level of theory: the ωB97M-V functional and the def2-TZVPD basis

The geometry in ORCA input format:
```
! wB97M-V def2-TZVPD RIJCOSX def2/J DEFGRID3
* xyz 0 1
C -1.628 -0.938 0.667
C -0.044 0.030 0.108
O -2.907 -1.150 0.379
P -1.182 1.195 -0.522
H -0.969 -1.562 0.090
H -1.552 -0.344 1.598
H 0.528 0.154 1.015
H 0.308 -0.667 -0.481
H -1.555 0.500 -1.726
*
```

Values from the calculation:
* energy relative to the best compared isomer or geometry (same formula, charge and spin): 486.3 kJ/mol


# 4
Formula: C47H58BrCl2N2O3PS2Ti
Source: the OMol25 dataset
Level of theory: the ωB97M-V functional and the def2-TZVPD basis

The geometry in ORCA input format:
```
! wB97M-V def2-TZVPD RIJCOSX def2/J DEFGRID3
* xyz 0 1
Ti -1.525 -0.767 0.427
C -5.550 0.272 0.792
N -4.391 0.649 -0.027
C -4.521 0.143 -1.387
C -4.723 -1.363 -1.453
N -3.603 -2.206 -0.966
C -4.116 -3.233 -0.048
C -2.954 -2.782 -2.115
C -3.388 -3.975 -2.683
C -2.774 -4.487 -3.816
C -1.731 -3.787 -4.403
C -1.303 -2.596 -3.846
C -1.903 -2.083 -2.696
S -1.223 -0.634 -1.963
C -4.005 2.001 0.101
C -3.884 2.831 -1.015
C -3.488 4.154 -0.888
C -3.205 4.691 0.354
C -3.304 3.873 1.469
C -3.680 2.542 1.363
S -3.637 1.538 2.826
H -6.422 0.121 0.147
H -5.801 1.062 1.493
H -5.357 -0.636 1.361
H -3.626 0.404 -1.959
H -5.393 0.597 -1.888
H -4.914 -1.612 -2.502
H -5.619 -1.649 -0.901
H -4.981 -3.759 -0.468
H -4.408 -2.768 0.886
H -3.328 -3.952 0.169
H -4.204 -4.520 -2.232
H -3.111 -5.425 -4.233
H -1.243 -4.175 -5.287
H -0.471 -2.058 -4.279
H -4.113 2.458 -1.999
H -3.413 4.768 -1.777
H -2.907 5.724 0.457
H -3.063 4.255 2.452
Cl -0.552 -1.285 7.187
C -1.177 -1.353 5.566
C -1.597 -2.565 5.050
C -2.086 -2.614 3.755
Cl -2.577 -4.139 3.106
C -2.169 -1.469 2.970
O -2.600 -1.528 1.699
C -1.749 -0.254 3.519
C -1.863 0.987 2.679
O -1.510 0.790 1.366
C -1.248 -0.196 4.809
H -1.535 -3.468 5.637
H -1.272 1.805 3.103
H -0.918 0.748 5.222
Br 2.759 -5.867 1.782
C 1.559 -4.441 1.418
C 0.746 -4.501 0.303
C -0.120 -3.445 0.038
C -0.172 -2.315 0.854
C 0.654 -2.305 1.980
C 1.517 -3.352 2.273
H 0.790 -5.355 -0.360
H -0.734 -3.516 -0.855
H 0.645 -1.458 2.657
H 2.153 -3.316 3.146
O 0.554 0.209 0.106
P 1.744 0.754 -0.636
C 2.872 1.479 0.617
C 2.846 0.664 1.917
C 3.372 1.517 3.076
C 4.548 2.412 2.651
C 5.259 1.820 1.442
C 4.329 1.793 0.221
C 2.373 -0.627 -1.665
C 2.964 -1.789 -0.847
C 4.479 -1.719 -0.694
C 5.171 -1.571 -2.048
C 4.664 -0.349 -2.812
C 3.147 -0.385 -2.966
C 1.197 2.032 -1.825
C -0.116 2.714 -1.388
C 0.071 3.982 -0.568
C 1.003 4.956 -1.274
C 2.367 4.309 -1.463
C 2.286 3.021 -2.287
H 2.350 2.421 0.834
H 3.458 -0.232 1.793
H 1.834 0.330 2.125
H 3.672 0.862 3.896
H 2.558 2.138 3.457
H 5.244 2.547 3.480
H 4.186 3.411 2.391
H 5.594 0.807 1.680
H 6.157 2.391 1.200
H 4.701 1.058 -0.488
H 4.381 2.755 -0.286
H 1.360 -0.943 -1.960
H 2.716 -2.716 -1.374
H 2.469 -1.864 0.127
H 4.828 -2.622 -0.187
H 4.756 -0.884 -0.049
H 4.963 -2.466 -2.644
H 6.254 -1.523 -1.924
H 5.125 -0.304 -3.802
H 4.972 0.565 -2.298
H 2.903 -1.230 -3.620
H 2.786 0.504 -3.486
H 0.930 1.401 -2.683
H -0.736 2.003 -0.835
H -0.675 2.968 -2.295
H 0.481 3.737 0.419
H -0.906 4.430 -0.386
H 1.099 5.887 -0.713
H 0.580 5.215 -2.251
H 2.772 4.103 -0.471
H 3.067 4.994 -1.947
H 3.265 2.536 -2.308
H 2.070 3.296 -3.324
*
```

Values from the calculation:
* energy relative to the best compared isomer or geometry (same formula, charge and spin): 40.4 kJ/mol


# 5
Formula: C32H84As2F12N5O5
Source: the OMol25 dataset
Level of theory: the ωB97M-V functional and the def2-TZVPD basis

The geometry in ORCA input format:
```
! wB97M-V def2-TZVPD RIJCOSX def2/J DEFGRID3
* xyz 3 1
C 15.479 17.929 -16.092
C 14.445 19.000 -15.775
N 15.036 20.277 -15.247
C 15.746 20.002 -13.931
C 15.991 20.893 -16.252
C 16.411 22.315 -15.961
C 13.917 21.260 -14.945
C 12.953 21.645 -16.076
O 13.688 22.025 -17.222
C 12.968 22.160 -18.444
H 16.357 18.351 -16.580
H 15.073 17.197 -16.787
H 15.824 17.387 -15.211
H 13.736 18.667 -15.020
H 13.873 19.230 -16.671
H 15.754 20.893 -13.314
H 16.759 19.720 -14.205
H 15.261 19.162 -13.439
H 15.609 20.697 -17.251
H 16.870 20.244 -16.273
H 15.663 23.054 -16.227
H 17.389 22.556 -16.371
H 16.584 22.421 -14.884
H 14.410 22.131 -14.508
H 13.347 20.952 -14.065
H 12.224 22.379 -15.739
H 12.480 20.705 -16.377
H 11.897 21.990 -18.312
H 13.402 21.487 -19.181
H 13.070 23.200 -18.759
C 12.449 18.464 -7.500
C 12.017 19.718 -8.231
N 10.600 19.693 -8.725
C 10.282 18.369 -9.424
C 9.692 19.778 -7.497
C 8.204 19.629 -7.825
C 10.345 20.770 -9.763
C 10.466 22.210 -9.240
O 9.506 22.487 -8.269
C 9.870 23.404 -7.263
H 11.775 18.070 -6.740
H 13.422 18.577 -7.023
H 12.607 17.634 -8.195
H 12.676 19.956 -9.067
H 12.209 20.563 -7.565
H 11.099 18.192 -10.119
H 9.376 18.607 -9.968
H 10.161 17.636 -8.635
H 9.865 20.759 -7.063
H 10.020 19.049 -6.763
H 7.774 20.521 -8.278
H 7.644 19.528 -6.894
H 7.989 18.754 -8.433
H 9.405 20.623 -10.289
H 11.178 20.610 -10.448
H 10.373 22.927 -10.058
H 11.519 22.225 -8.923
H 10.252 24.359 -7.628
H 10.625 22.937 -6.614
H 9.014 23.583 -6.614
C 14.733 10.198 -7.891
C 14.627 10.789 -9.295
N 15.882 10.689 -10.127
C 15.525 11.191 -11.501
C 17.022 11.562 -9.629
C 16.642 13.051 -9.494
C 16.481 9.287 -10.225
C 15.538 8.189 -10.689
O 14.437 8.003 -9.832
C 13.543 7.003 -10.316
H 13.972 9.422 -7.808
H 14.524 10.861 -7.051
H 15.695 9.735 -7.681
H 14.189 11.787 -9.327
H 13.938 10.227 -9.925
H 14.866 10.421 -11.901
H 16.398 11.227 -12.149
H 15.030 12.150 -11.405
H 17.833 11.446 -10.343
H 17.341 11.212 -8.649
H 15.683 13.278 -9.038
H 16.647 13.470 -10.500
H 17.452 13.527 -8.944
H 16.954 9.102 -9.264
H 17.309 9.333 -10.932
H 16.098 7.247 -10.657
H 15.238 8.340 -11.731
H 14.110 6.070 -10.250
H 13.306 7.182 -11.373
H 12.593 7.041 -9.792
C 10.867 14.934 -16.239
C 12.056 14.120 -15.722
C 13.180 14.237 -16.750
O 14.379 13.823 -16.108
C 15.521 13.938 -16.945
N 12.534 14.595 -14.368
H 13.553 14.722 -14.338
H 12.105 15.515 -14.167
H 12.298 14.011 -13.569
H 11.138 15.982 -16.345
H 9.983 14.969 -15.594
H 10.478 14.438 -17.127
H 11.769 13.094 -15.499
H 13.347 15.275 -17.053
H 12.924 13.605 -17.602
H 16.385 13.761 -16.311
H 15.581 14.930 -17.398
H 15.527 13.214 -17.763
C 7.858 11.205 -9.063
C 8.979 11.364 -8.033
C 10.108 12.267 -8.526
O 9.625 13.577 -8.482
C 10.394 14.496 -9.272
N 8.425 12.006 -6.746
H 8.788 12.969 -6.821
H 7.407 12.080 -6.698
H 8.734 11.586 -5.870
H 7.728 12.054 -9.740
H 6.859 11.112 -8.636
H 8.120 10.381 -9.724
H 9.329 10.379 -7.737
H 10.356 11.990 -9.557
H 11.042 12.098 -7.979
H 11.459 14.463 -9.028
H 9.965 15.481 -9.147
H 10.347 14.129 -10.302
As 10.375 18.337 -13.546
F 11.448 18.908 -12.288
F 9.110 19.413 -12.990
F 9.399 17.726 -14.864
F 11.633 17.221 -14.110
F 9.726 17.164 -12.406
F 11.052 19.614 -14.528
As 14.043 15.737 -11.267
F 13.829 14.749 -9.834
F 13.652 17.182 -10.326
F 14.216 16.674 -12.735
F 14.340 14.222 -12.146
F 12.319 15.655 -11.610
F 15.739 15.906 -10.974
*
```

Values from the calculation:
* energy relative to the best compared isomer or geometry (same formula, charge and spin): 0.0 kJ/mol


# 6
Formula: C3H6O2
Source: the OMol25 dataset
Level of theory: the ωB97M-V functional and the def2-TZVPD basis

The geometry in ORCA input format:
```
! wB97M-V def2-TZVPD RIJCOSX def2/J DEFGRID3
* xyz 1 2
O -0.099 -1.178 -1.950
C 0.295 -1.997 -1.107
H 1.278 -1.946 -0.517
H -0.522 -2.603 -0.585
C 0.385 1.833 1.881
C -0.029 1.349 0.626
O -0.561 0.107 0.527
H 0.392 2.917 2.108
H 0.927 1.343 2.673
H -0.247 1.920 -0.279
H -0.456 -0.177 -0.417
*
```

Values from the calculation:
* energy relative to the best compared isomer or geometry (same formula, charge and spin): 144.0 kJ/mol


Question: energy relative to the best compared isomer or geometry (same formula, charge and spin) of number 4 (C47H58BrCl2N2O3PS2Ti)?
Answer: 40.4 kJ/mol


Question: The highest energy relative to the best compared isomer or geometry (same formula, charge and spin) belongs to which entry?
Answer: C4H4FP


Question: The highest energy relative to the best compared isomer or geometry (same formula, charge and spin) belongs to which entry?
Answer: C4H4FP


Question: Among the records above, which one has the highest energy relative to the best compared isomer or geometry (same formula, charge and spin)?
Answer: C4H4FP